{"formula": "C21H22OPtS", "method": "the ωB97M-V functional and the def2-TZVPD basis", "symbols": ["Pt", "C", "C", "C", "C", "C", "C", "C", "C", "C", "H", "H", "H", "H", "H", "H", "H", "H", "H", "H", "H", "H", "O", "S", "C", "C", "C", "C", "C", "C", "C", "C", "C", "C", "C", "C", "H", "H", "H", "H", "H", "H", "H", "H", "H", "H"], "xyz": [[1.576, 0.266, 0.741], [4.468, -0.389, 1.944], [3.588, 0.672, 1.341], [2.722, 1.505, 2.088], [2.173, 2.764, 1.551], [1.471, 3.673, 2.488], [2.312, 3.045, 0.209], [2.880, 2.082, -0.631], [2.922, 2.257, -2.101], [3.471, 0.876, -0.055], [4.790, -0.092, 2.940], [5.353, -0.533, 1.326], [3.948, -1.342, 2.023], [2.620, 1.321, 3.151], [0.434, 3.335, 2.601], [1.449, 4.692, 2.108], [1.924, 3.651, 3.479], [1.929, 3.969, -0.205], [3.848, 1.863, -2.518], [2.796, 3.301, -2.379], [2.100, 1.689, -2.552], [4.004, 0.206, -0.718], [-0.188, -0.465, 0.357], [-1.278, -0.310, -0.788], [-1.284, -1.922, -1.518], [-0.440, -2.934, -1.094], [-0.514, -4.159, -1.744], [-1.410, -4.351, -2.785], [-2.245, -3.317, -3.194], [-2.188, -2.087, -2.563], [-2.790, -0.232, 0.074], [-3.679, 0.739, -0.372], [-4.930, 0.813, 0.228], [-5.251, -0.055, 1.258], [-4.339, -1.015, 1.701], [-3.100, -1.121, 1.104], [0.247, -2.784, -0.274], [0.129, -4.970, -1.430], [-1.461, -5.310, -3.282], [-2.942, -3.470, -4.007], [-2.839, -1.280, -2.879], [-3.405, 1.421, -1.168], [-5.646, 1.552, -0.105], [-6.224, 0.009, 1.727], [-4.612, -1.685, 2.505], [-2.392, -1.877, 1.418]], "forces_ev_per_a": [[0.046, 0.173, 0.420], [-0.020, 0.064, 0.032], [0.485, 0.191, 0.147], [-0.478, -0.068, -0.402], [0.360, 0.067, 0.315], [0.029, -0.011, -0.058], [0.113, -0.011, -0.165], [0.099, 0.274, 0.104], [-0.006, 0.004, 0.045], [-0.335, -0.258, -0.142], [-0.005, 0.000, -0.002], [0.001, -0.005, 0.001], [0.000, -0.008, 0.002], [-0.059, 0.029, 0.003], [0.004, -0.010, 0.019], [-0.045, -0.006, -0.009], [0.002, -0.001, -0.003], [0.046, 0.013, 0.011], [0.000, -0.003, -0.009], [-0.027, -0.007, -0.009], [0.016, -0.016, -0.004], [-0.068, -0.002, -0.065], [-0.288, -0.514, -0.492], [0.416, 0.224, 0.186], [-0.112, -0.091, -0.027], [-0.052, -0.011, -0.016], [0.033, -0.040, 0.021], [-0.018, 0.052, 0.003], [-0.024, -0.029, -0.023], [0.074, -0.050, -0.009], [-0.195, 0.037, 0.071], [-0.031, -0.012, 0.137], [0.018, 0.047, -0.040], [0.028, -0.049, 0.041], [-0.080, 0.040, -0.001], [0.010, -0.023, -0.090], [0.003, 0.013, 0.012], [0.004, 0.011, 0.008], [0.007, 0.000, 0.003], [0.000, 0.003, 0.003], [0.009, 0.005, 0.009], [-0.002, -0.013, -0.004], [0.008, -0.004, -0.005], [0.004, -0.004, -0.003], [0.020, -0.005, -0.003], [0.012, 0.002, -0.013]], "charge": 2, "lumo_ev": [-9.28, -9.28], "orbital_gap_ev": [5.54, 5.54]}

---

{"formula": "C4H11OP", "method": "the ωB97M-V functional and the def2-TZVPD basis", "symbols": ["C", "C", "P", "O", "H", "H", "H", "H", "H", "H", "H", "C", "C", "H", "H", "H", "H"], "xyz": [[-3.652, -0.382, -0.104], [-2.451, 0.538, 0.097], [-0.900, -0.412, 0.207], [-0.008, 0.984, 0.408], [-4.131, -0.604, 0.870], [-4.210, 0.077, -0.859], [-3.245, -1.317, -0.468], [-2.655, 1.213, 0.989], [-2.256, 1.251, -0.772], [-0.701, -0.491, -1.169], [0.848, 0.707, 0.501], [4.632, -0.524, -0.264], [3.784, 0.080, 0.599], [5.748, -0.532, -0.100], [4.397, -1.062, -1.151], [2.691, 0.235, 0.478], [4.002, 0.681, 1.452]], "forces_ev_per_a": [[1.648, -0.482, 1.166], [-0.201, 1.802, 0.086], [-0.202, 0.765, 0.949], [-2.739, 0.645, -0.229], [-0.163, 0.309, -0.842], [-1.709, 0.222, -0.772], [-0.399, -0.510, -0.330], [0.769, -0.897, -0.891], [-0.592, -0.852, 1.035], [-0.210, -0.373, -0.747], [3.690, -0.606, 0.572], [0.845, 0.991, 1.995], [-0.534, -0.072, -1.618], [-1.363, 0.201, 0.198], [-0.832, -0.206, -0.484], [0.760, -0.930, -0.665], [1.230, -0.007, 0.578]], "lumo_ev": 0.90, "orbital_gap_ev": 9.86, "e_above_lowest_kj_mol": 203.47}

---

{"formula": "C7H16N2", "method": "the ωB97M-V functional and the def2-TZVPD basis", "symbols": ["C", "C", "C", "C", "N", "H", "H", "H", "H", "H", "H", "H", "H", "H", "C", "C", "C", "N", "H", "H", "H", "H", "H", "H", "H"], "xyz": [[0.361, 2.230, 0.750], [0.925, 0.894, 1.116], [1.799, 0.172, 0.393], [2.193, -1.215, 0.839], [2.383, 0.604, -0.783], [0.866, 3.022, 1.309], [-0.704, 2.256, 1.000], [0.439, 2.444, -0.320], [0.541, 0.473, 2.042], [1.415, -1.684, 1.449], [2.364, -1.869, -0.024], [3.117, -1.174, 1.425], [2.239, 1.597, -0.946], [1.951, 0.109, -1.569], [-1.889, -1.495, 0.388], [-1.507, -0.765, -0.872], [-2.301, 0.449, -1.267], [-0.582, -1.206, -1.659], [-1.027, -2.027, 0.798], [-2.680, -2.213, 0.159], [-2.253, -0.788, 1.139], [-2.605, 1.008, -0.378], [-3.192, 0.132, -1.814], [-1.697, 1.101, -1.905], [-0.154, -2.055, -1.271]], "forces_ev_per_a": [[0.003, -0.011, 0.002], [0.166, -0.409, -0.191], [-1.280, -0.211, 1.585], [-0.046, -0.083, -0.101], [0.175, 0.380, -1.309], [-0.142, 0.172, -0.097], [0.117, 0.128, 0.037], [0.066, 0.020, 0.088], [0.217, -0.058, -0.062], [0.134, 0.203, -0.005], [0.081, 0.134, 0.065], [-0.028, -0.099, -0.156], [0.004, -0.209, 0.067], [0.401, 0.017, 0.098], [0.011, 0.326, 0.144], [1.251, -0.999, -1.032], [0.327, 0.085, 0.155], [-0.786, 0.641, 0.774], [-0.139, 0.005, -0.080], [-0.032, 0.048, 0.116], [-0.048, -0.191, 0.014], [-0.093, -0.030, -0.135], [-0.014, 0.094, 0.059], [-0.156, -0.189, 0.003], [-0.191, 0.235, -0.037]], "lumo_ev": 0.92, "orbital_gap_ev": 9.03, "e_above_lowest_kj_mol": 115.00}

---

{"formula": "C13H27Cl2PY", "method": "the ωB97M-V functional and the def2-TZVPD basis", "symbols": ["Y", "Cl", "Cl", "C", "H", "H", "C", "C", "H", "C", "H", "C", "H", "H", "C", "H", "H", "C", "H", "H", "H", "H", "C", "C", "P", "C", "C", "C", "C", "H", "H", "H", "H", "H", "H", "H", "H", "H", "H", "H", "H", "H", "H", "H"], "xyz": [[-1.881, 1.210, 0.362], [-1.726, 2.007, -1.958], [-3.699, 1.993, 1.850], [0.116, 2.122, 1.172], [1.153, 1.737, 1.153], [0.088, 3.028, 1.824], [1.984, 0.776, -1.577], [2.744, 1.504, -0.714], [1.512, -0.156, -1.247], [3.014, 2.963, -0.924], [3.107, 1.066, 0.226], [2.160, 3.534, -2.077], [2.754, 3.471, 0.011], [4.076, 3.181, -1.123], [2.231, 2.611, -3.302], [1.112, 3.627, -1.751], [2.509, 4.541, -2.346], [1.757, 1.168, -3.008], [1.659, 3.036, -4.138], [3.281, 2.546, -3.613], [0.697, 1.062, -3.275], [2.300, 0.493, -3.692], [0.448, -3.912, 1.761], [-0.686, -3.398, 0.878], [-0.498, -1.653, 0.338], [-2.192, -1.551, -0.520], [-3.474, -1.857, 0.231], [-0.596, -0.882, 2.058], [-1.758, -1.152, 2.997], [1.416, -3.874, 1.244], [0.246, -4.963, 2.004], [0.533, -3.362, 2.708], [-0.730, -3.990, -0.047], [-1.651, -3.495, 1.387], [-2.295, -0.622, -1.136], [-2.034, -2.320, -1.289], [-3.719, -1.115, 0.996], [-4.308, -1.866, -0.478], [-3.446, -2.843, 0.697], [0.325, -1.257, 2.520], [-0.393, 0.207, 1.978], [-1.964, -2.223, 3.109], [-1.487, -0.767, 3.991], [-2.683, -0.627, 2.719]], "forces_ev_per_a": [[3.340, 1.424, 1.595], [-0.403, 0.017, -1.224], [-0.812, 0.113, 0.352], [-1.706, -0.466, 0.067], [-0.397, 0.146, -0.049], [-0.090, -0.375, -0.317], [1.143, 0.289, 0.890], [-0.743, -1.039, -0.963], [0.616, 0.083, -0.132], [0.009, 0.342, -0.503], [-0.596, 0.191, -0.248], [-0.187, -0.287, 0.112], [-0.005, -0.020, -0.071], [-0.045, -0.127, 0.066], [0.231, -0.065, 0.069], [0.283, -0.138, 0.060], [-0.033, -0.165, 0.049], [-0.568, 0.707, -0.133], [0.137, -0.109, 0.138], [-0.019, 0.154, -0.093], [0.112, 0.041, 0.173], [-0.100, -0.006, 0.345], [0.014, -0.297, 0.050], [-0.060, -0.311, -0.318], [-0.114, -0.005, 0.721], [0.528, 0.304, -0.182], [-0.498, 0.062, -0.102], [-0.270, -0.548, -0.721], [-0.158, -0.060, 0.353], [-0.218, 0.102, 0.129], [0.144, 0.169, 0.051], [-0.039, -0.124, -0.294], [-0.067, -0.054, 0.211], [0.215, -0.192, -0.023], [0.092, -0.579, 0.176], [-0.040, 0.177, -0.015], [0.018, -0.102, -0.067], [0.018, 0.007, 0.089], [0.019, 0.113, 0.084], [0.027, 0.191, -0.234], [0.204, 0.573, 0.019], [-0.139, 0.123, 0.000], [-0.103, -0.072, -0.193], [0.259, -0.186, 0.082]], "charge": -1, "lumo_ev": [2.74, 2.74], "orbital_gap_ev": [4.16, 4.16], "e_above_lowest_kj_mol": 0.00}

---

{"formula": "C5H7NO", "method": "the ωB97M-V functional and the def2-TZVPD basis", "symbols": ["O", "C", "C", "C", "C", "C", "N", "H", "H", "H", "H", "H", "H", "H"], "xyz": [[1.011, 2.085, 0.977], [0.501, 1.085, 0.521], [1.342, -0.178, 0.152], [0.516, -1.380, -0.030], [-0.789, -1.191, -0.293], [-1.285, 0.143, -0.494], [-0.481, 1.218, -0.641], [2.209, -0.336, 0.797], [1.733, 0.154, -0.829], [0.915, -2.368, 0.179], [-1.509, -2.000, -0.298], [-0.860, 0.442, 1.447], [-2.303, 0.231, -0.878], [-0.998, 2.095, -0.611]], "forces_ev_per_a": [[-0.611, -0.207, -0.033], [0.316, 0.124, -0.011], [-0.085, -0.080, 0.158], [-0.111, 0.003, -0.022], [0.054, -0.026, -0.084], [0.092, 0.022, -0.002], [-0.279, -0.158, -0.189], [-0.217, 0.100, 0.101], [-0.172, -0.009, 0.244], [-0.043, 0.105, -0.045], [0.067, 0.062, -0.137], [0.663, 0.069, -0.508], [0.008, 0.113, 0.511], [0.319, -0.118, 0.018]], "lumo_ev": [-0.95, -0.95], "orbital_gap_ev": [6.70, 6.71], "e_above_lowest_kj_mol": 447.69}

---

{"formula": "C29H43IrN2O7PSTe", "method": "the ωB97M-V functional and the def2-TZVPD basis", "symbols": ["Ir", "C", "C", "C", "C", "C", "C", "C", "C", "C", "C", "C", "C", "C", "C", "C", "C", "C", "H", "H", "H", "H", "H", "H", "H", "H", "H", "H", "H", "H", "H", "H", "H", "H", "H", "H", "H", "H", "H", "H", "H", "H", "H", "H", "H", "H", "H", "O", "S", "O", "N", "C", "O", "C", "C", "C", "C", "C", "C", "H", "H", "H", "H", "C", "C", "O", "P", "O", "Te", "O", "C", "C", "H", "H", "H", "H", "H", "H", "H", "H", "H", "H", "O", "C", "N"], "xyz": [[-0.398, -0.014, 0.001], [0.587, -0.786, 1.908], [0.434, 0.558, 2.386], [1.383, 1.368, 1.649], [2.069, 0.489, 0.776], [1.653, -0.845, 0.963], [2.446, -2.075, 0.570], [3.389, -2.341, 1.762], [3.307, -1.841, -0.670], [1.554, -3.298, 0.376], [1.757, 2.852, 1.705], [2.171, 3.235, 3.133], [0.658, 3.789, 1.186], [2.989, 3.114, 0.822], [-0.529, 0.825, 3.543], [-1.663, -0.212, 3.526], [0.263, 0.619, 4.849], [-1.199, 2.198, 3.567], [0.116, -1.647, 2.352], [2.838, 0.776, 0.081], [4.052, -1.493, 1.933], [4.005, -3.220, 1.559], [2.825, -2.524, 2.678], [4.010, -1.022, -0.518], [2.707, -1.630, -1.554], [3.895, -2.738, -0.870], [1.057, -3.560, 1.310], [2.165, -4.155, 0.087], [0.806, -3.134, -0.400], [1.347, 3.204, 3.839], [2.565, 4.253, 3.134], [2.954, 2.569, 3.500], [-0.292, 3.674, 1.694], [0.479, 3.614, 0.124], [0.994, 4.821, 1.309], [3.855, 2.531, 1.137], [3.252, 4.170, 0.897], [2.793, 2.902, -0.229], [-1.308, -1.212, 3.775], [-2.162, -0.248, 2.555], [-2.405, 0.061, 4.277], [0.707, -0.377, 4.878], [-0.409, 0.717, 5.704], [1.063, 1.347, 4.962], [-1.780, 2.368, 2.664], [-0.496, 3.016, 3.685], [-1.876, 2.232, 4.423], [-0.716, -0.743, -6.049], [0.518, -0.849, -5.325], [1.651, -1.450, -5.965], [0.243, -1.555, -3.865], [0.502, -0.745, -2.864], [0.416, -1.121, -1.657], [0.910, 0.638, -3.280], [1.187, 1.759, -2.516], [1.528, 2.936, -3.170], [1.593, 2.994, -4.559], [1.309, 1.872, -5.329], [0.967, 0.719, -4.655], [1.121, 1.732, -1.437], [1.739, 3.825, -2.590], [1.858, 3.923, -5.045], [1.342, 1.902, -6.408], [-5.331, -1.293, -3.871], [-5.099, -2.226, -2.710], [-4.207, -1.626, -1.752], [-2.631, -1.580, -1.775], [-2.093, -0.199, -1.918], [-1.829, -3.309, -3.266], [-2.242, -2.015, -0.276], [-2.873, -3.182, 0.300], [-2.147, -3.571, 1.559], [-6.036, -1.747, -4.568], [-4.401, -1.101, -4.408], [-5.740, -0.346, -3.526], [-4.687, -3.185, -3.036], [-6.012, -2.421, -2.148], [-2.843, -3.993, -0.436], [-3.915, -2.921, 0.496], [-1.110, -3.809, 1.345], [-2.618, -4.456, 1.989], [-2.188, -2.771, 2.298], [-3.150, 2.971, -0.650], [-2.276, 2.311, -0.237], [-1.369, 1.703, 0.266]], "forces_ev_per_a": [[0.505, 0.139, -0.183], [0.106, -0.111, 0.114], [0.067, 0.179, -0.087], [-0.137, -0.020, 0.107], [-0.067, 0.013, -0.077], [-0.037, -0.075, 0.081], [0.000, 0.040, 0.078], [-0.030, -0.031, -0.042], [0.012, 0.001, -0.092], [-0.033, -0.027, -0.035], [0.048, -0.093, 0.014], [-0.008, 0.032, 0.024], [0.023, 0.034, -0.008], [-0.019, 0.029, 0.022], [0.089, -0.045, -0.029], [-0.057, -0.001, 0.005], [-0.046, -0.018, 0.000], [-0.026, 0.033, 0.008], [0.008, -0.045, 0.012], [0.030, 0.028, -0.018], [0.018, 0.037, 0.000], [0.003, -0.016, -0.014], [-0.023, -0.003, 0.020], [0.017, 0.025, 0.003], [0.009, -0.013, 0.060], [0.011, -0.012, -0.003], [-0.064, -0.013, 0.045], [0.013, -0.008, -0.008], [-0.008, 0.003, -0.011], [0.006, -0.015, 0.010], [0.005, 0.012, 0.005], [0.023, -0.017, -0.008], [0.008, -0.015, 0.028], [0.001, 0.003, 0.012], [0.012, 0.034, 0.004], [0.008, -0.024, 0.029], [0.009, 0.011, 0.003], [-0.011, 0.001, -0.029], [0.007, -0.018, 0.004], [0.003, 0.036, 0.000], [-0.008, -0.011, 0.022], [0.012, -0.027, -0.002], [-0.013, 0.003, 0.012], [0.049, 0.056, -0.019], [-0.023, -0.018, -0.026], [0.007, 0.016, -0.009], [-0.008, 0.016, -0.002], [0.035, -0.052, -0.017], [-0.129, -0.037, -0.094], [-0.042, -0.018, 0.000], [0.142, -0.130, 0.242], [-0.143, 0.124, -0.174], [0.178, -0.047, 0.124], [-0.036, -0.053, 0.046], [0.035, 0.049, 0.045], [-0.010, -0.030, -0.025], [-0.009, -0.015, -0.001], [-0.003, 0.022, 0.082], [0.044, 0.156, -0.142], [0.022, -0.008, -0.050], [0.008, 0.029, 0.015], [0.009, 0.022, -0.003], [0.006, -0.001, -0.026], [-0.032, -0.048, -0.110], [-0.003, 0.050, -0.033], [-0.102, -0.171, 0.231], [0.076, 0.463, 0.008], [-0.027, -0.278, -0.052], [0.062, 0.046, -0.129], [-0.221, -0.289, 0.114], [-0.075, 0.091, -0.071], [-0.048, -0.035, 0.061], [-0.023, 0.004, -0.014], [0.014, -0.004, 0.020], [0.005, 0.031, 0.019], [-0.021, 0.045, -0.008], [-0.001, 0.009, -0.041], [0.013, 0.018, 0.043], [0.020, -0.073, 0.008], [0.097, -0.013, -0.026], [-0.012, 0.006, 0.000], [-0.002, 0.028, -0.013], [-0.129, 0.106, -0.082], [-0.001, -0.046, -0.030], [-0.193, -0.055, 0.062]], "multiplicity": 6, "lumo_ev": [0.33, -1.68], "orbital_gap_ev": [8.04, 6.77], "s_squared": 8.77, "e_above_lowest_kj_mol": 7.89}